[1]
ORCA calculation (wB97M-V/def2-TZVPD) on a structure of composition C6CuF12N2O14S4 at a distorted geometry.

The geometry in XYZ format:
```
39
Properties=species:S:1:pos:R:3:forces:R:3
Cu -0.99379 0.29893 -0.00672 -0.316 1.265 -0.161
C -0.27837 -1.88646 3.27522 -0.267 -0.845 -3.056
F 0.22168 -3.05229 2.70240 -0.766 1.386 0.991
F -0.20985 -1.97153 4.55265 -0.104 -0.597 2.385
F 0.44732 -0.88980 2.87976 0.907 0.753 -0.449
S -2.03710 -1.52503 2.69929 -2.343 2.956 -0.273
O -2.88289 -2.60412 3.20969 1.587 0.313 -0.650
O -2.50160 -0.19913 3.13583 1.764 -2.314 -0.444
N -1.74635 -1.37357 0.91260 -0.161 -0.256 3.936
S -2.42711 -2.69340 0.46229 0.020 -2.216 -2.721
O -1.70474 -3.90335 0.83015 -0.450 0.094 -0.174
O -3.86236 -2.70807 0.66237 0.379 -0.178 -0.870
C -2.01309 -2.58974 -1.47221 -0.913 2.661 2.915
F -2.34190 -1.34944 -1.87387 0.084 -0.256 -0.286
F -0.73641 -2.77514 -1.71107 0.289 -0.653 -0.284
F -2.78862 -3.41107 -2.12139 -0.376 -1.546 -0.926
C 1.72814 -0.37241 -3.35542 -2.066 -0.144 3.096
F 2.17721 -1.62521 -3.37013 1.365 -0.165 -1.188
F 2.19075 0.48700 -4.20763 0.990 -0.198 -1.207
F 0.42161 -0.50665 -3.50875 -0.308 0.430 -0.546
S 2.05467 0.18747 -1.58081 -0.584 1.735 3.416
O 0.96933 -0.29358 -0.73427 0.676 -1.165 -1.372
O 3.37644 -0.35026 -1.15979 -1.916 0.672 -1.963
N 1.80353 1.93127 -1.44612 0.585 -4.800 -1.111
S 3.05721 2.35926 -0.63537 0.880 6.679 -1.053
O 4.30764 2.31082 -1.46113 -1.222 -0.685 2.422
O 2.66944 3.76438 -0.23470 1.518 -2.957 -0.113
C 3.17191 1.50969 1.11726 -1.494 0.691 -1.648
F 1.99842 1.00138 1.53061 1.033 0.741 -0.217
F 4.04274 0.53543 1.06621 1.131 -0.209 1.116
F 3.53583 2.51645 1.92227 0.331 -0.876 0.404
C -0.78009 2.90696 1.39551 -4.548 -5.060 -3.234
O -0.48831 3.29569 0.28730 4.499 2.450 -2.718
O -0.88987 1.67386 1.68715 3.439 -2.470 1.915
O -1.85929 3.42721 1.69831 -3.451 4.991 4.022
C -2.13801 1.84230 -2.02443 7.091 6.549 2.864
O -2.58271 1.69773 -0.91955 -7.797 -3.486 5.792
O -1.91101 3.05740 -2.28861 -2.962 2.161 -5.305
O -1.00036 1.27689 -1.91505 3.476 -5.452 -3.303
```
Forces are in eV/Å.

Charge = -3
Orbital gap (alpha / beta) = 0.22220 / 0.21403 Ha
Expectation value of S² = 2.02
Multiplicity = 3

=====

[2]
ORCA calculation (wB97M-V/def2-TZVPD) on a structure of composition C30H36FMgN3O2SSi at a distorted geometry.

The geometry in XYZ format:
```
75
Properties=species:S:1:pos:R:3:forces:R:3
Mg -0.07882 0.44399 -0.44899 -1.190 0.600 -0.154
C -1.44818 3.98939 0.51240 0.127 0.182 0.025
Si -2.23451 3.25959 -1.01875 -0.047 -0.047 0.033
C -2.49648 4.75783 -2.15484 -0.061 0.053 -0.009
C -3.95654 2.64425 -0.55643 -0.089 -0.003 0.032
N -1.24697 2.05425 -1.70230 0.007 -0.111 -0.035
C -1.36958 1.66152 -2.98664 0.018 0.051 -0.419
C -2.36095 1.97207 -3.95582 0.024 0.024 0.209
C -2.31075 1.48113 -5.25497 0.071 -0.062 -0.037
C -1.29021 0.64337 -5.68622 -0.052 0.037 0.021
C -0.30571 0.27722 -4.76286 -0.022 0.031 -0.013
C -0.38519 0.79103 -3.50359 -0.197 -0.036 0.425
F 0.52440 0.41810 -2.55948 0.835 -0.236 -0.383
H -2.19900 4.31567 1.23733 -0.022 0.020 0.009
H -0.81293 4.84547 0.26538 0.003 0.027 -0.029
H -0.83662 3.22067 0.97789 0.001 -0.031 0.054
H -2.98769 5.55525 -1.58710 0.011 0.025 0.005
H -3.10360 4.54414 -3.03329 -0.033 0.068 -0.026
H -1.53055 5.13408 -2.50102 0.024 0.013 -0.006
H -4.51721 3.42176 -0.02663 -0.038 -0.005 -0.015
H -3.87362 1.77489 0.09960 0.008 0.029 0.000
H -4.53303 2.34357 -1.43542 0.000 0.003 -0.033
H -3.19628 2.59335 -3.66241 -0.034 -0.026 -0.024
H -3.10643 1.75351 -5.94115 0.005 -0.002 -0.019
H -1.26769 0.25508 -6.69598 -0.017 0.001 -0.012
H 0.49919 -0.40644 -4.99972 -0.002 -0.008 -0.027
C 6.10491 -2.27080 4.28276 -0.005 -0.011 0.002
C 5.22553 -1.84758 3.13386 0.026 -0.006 0.083
C 4.18016 -0.95017 3.32574 -0.052 0.024 -0.033
C 3.37786 -0.54659 2.26749 0.107 -0.108 0.058
C 3.61584 -1.04415 0.99643 -0.018 -0.019 -0.103
C 4.65045 -1.94485 0.78678 0.085 0.005 0.162
C 5.44751 -2.34113 1.85333 -0.046 0.007 -0.124
S 2.56262 -0.58531 -0.38039 0.046 0.226 0.145
O 3.32112 -1.00647 -1.53699 -0.024 0.006 -0.092
O 2.31113 0.85441 -0.21047 0.245 -0.053 -0.027
N 1.16672 -1.20012 -0.16165 -0.041 -0.646 -0.123
C 0.69091 -2.46218 -0.60183 0.227 0.517 0.148
C 1.41521 -3.64508 -0.51439 0.021 -0.214 -0.038
C 0.82319 -4.84010 -0.91220 0.034 0.056 0.008
C -0.48307 -4.85413 -1.37750 -0.016 -0.071 -0.001
C -1.24649 -3.67105 -1.46276 0.030 -0.004 0.015
C -2.59173 -3.62748 -1.90647 -0.015 0.036 -0.015
C -3.24325 -2.37823 -1.95127 -0.046 -0.070 -0.006
C -2.57397 -1.24217 -1.57410 0.073 0.085 -0.015
N -1.28758 -1.22859 -1.14652 0.107 -0.218 0.053
C -0.63359 -2.44035 -1.07833 -0.184 -0.072 -0.074
H 5.71617 -1.89948 5.23137 -0.008 0.002 -0.002
H 7.12164 -1.88681 4.16692 0.000 0.004 -0.009
H 6.17348 -3.35867 4.35039 -0.003 0.001 -0.008
H 3.97979 -0.56388 4.31960 0.021 0.003 -0.001
H 2.56793 0.14544 2.43213 -0.093 0.075 -0.024
H 4.82205 -2.32083 -0.21247 -0.014 0.011 -0.016
H 6.25400 -3.04733 1.68130 0.003 0.002 0.022
H 2.43183 -3.63025 -0.14017 -0.004 0.017 0.004
H 1.38913 -5.76413 -0.85124 -0.007 -0.009 -0.008
H -0.94422 -5.79001 -1.68017 -0.006 0.001 0.002
H -3.09091 -4.54199 -2.20588 -0.005 -0.006 -0.006
H -4.27025 -2.29548 -2.28878 -0.001 -0.002 -0.006
H -3.05577 -0.27093 -1.62509 -0.005 0.009 0.022
C -1.92511 1.50447 3.70504 -0.084 -0.013 0.005
C -0.78867 1.00770 2.80349 -0.012 -0.132 -0.087
C -0.39047 -0.41293 3.24787 0.009 -0.057 0.076
C 0.41873 1.93130 3.00808 0.055 0.017 0.002
C -1.18416 0.92436 1.33593 0.255 -0.050 0.488
H -1.62285 1.57521 4.75836 0.031 -0.010 0.014
H -2.77811 0.82370 3.64078 -0.015 0.005 0.001
H -2.26036 2.49327 3.38020 0.001 0.010 -0.006
H -0.02230 -0.42486 4.28462 -0.013 0.007 0.018
H 0.38586 -0.81648 2.59438 -0.010 0.024 -0.002
H -1.24692 -1.08873 3.17871 -0.004 0.021 -0.012
H 0.84438 1.82406 4.01455 -0.016 -0.004 0.012
H 0.13654 2.97641 2.87274 -0.032 0.060 0.022
H 1.19545 1.72081 2.27342 0.046 -0.056 -0.076
H -2.26542 0.71341 1.27341 0.025 0.005 -0.022
```
Forces are in eV/Å.

Charge = -2
Orbital gap (alpha / beta) = 0.18088 / 0.11360 Ha

=====

[3]
ORCA calculation (wB97M-V/def2-TZVPD) on an isolated molecule of C4H7ClOS at a distorted geometry.

The geometry in XYZ format:
```
14
Properties=species:S:1:pos:R:3:forces:R:3
C 0.53385 -2.22399 -0.50374 -0.192 4.938 -0.159
C -1.52297 0.28410 0.31596 1.982 1.634 -0.812
C -0.70450 1.56774 0.40253 -0.587 2.774 0.030
C -0.27836 0.55609 -0.53006 0.733 -1.538 0.322
O 1.02146 -0.40406 1.50866 0.530 -0.286 -0.566
S 1.06628 -0.51556 0.05249 -2.320 -1.890 1.089
Cl 2.69351 0.71679 -0.48283 -0.019 -0.245 -0.319
H 1.13497 -2.85025 0.02109 1.855 -2.170 1.953
H 0.91705 -2.18480 -1.48921 -0.099 -0.366 -1.768
H -1.12003 -0.43591 0.97705 -0.570 -0.469 1.332
H -2.55093 0.21676 0.09987 -0.786 -0.045 -0.985
H -0.86072 2.56104 -0.17349 -0.766 -1.872 1.015
H -0.20887 1.83068 1.31090 0.527 -0.438 0.508
H -0.12075 0.88138 -1.50921 -0.289 -0.026 -1.639
```
Forces are in eV/Å.

SMILES string = C=[S@@](=O)(Cl)C1CC1
Charge = 0
Orbital gap (alpha / beta) = 0.30808 / 0.30805 Ha
Energy above the lowest of the compared OMol25 structures with the same formula, charge and spin = 491.3 kJ/mol

=====

[4]
ORCA calculation (wB97M-V/def2-TZVPD) on a structure of composition C16H14N5O6SZn.

The geometry in XYZ format:
```
43
Properties=species:S:1:pos:R:3:forces:R:3
Zn 0.22235 -0.61663 -0.52136 -0.108 -0.327 0.030
C 2.19040 1.40151 -3.94648 -0.039 -0.023 -0.079
C 1.75995 0.84971 -2.62674 0.007 0.100 0.098
N 0.76279 0.06092 -2.48155 -0.179 0.058 -0.332
N 0.04496 -0.28055 -3.58194 0.137 -0.116 0.313
C -0.67524 -1.37900 -3.39160 -0.051 0.049 -0.197
N -1.47404 -1.69159 -4.46099 -0.005 -0.009 0.010
S -0.69918 -2.42083 -2.04255 0.077 0.018 0.113
C 2.51623 1.14912 -1.39024 0.023 0.062 -0.230
C 3.72539 1.83842 -1.40625 -0.024 -0.022 0.049
C 4.39952 2.02415 -0.21185 0.008 -0.002 -0.034
C 3.85322 1.52390 0.95549 -0.015 -0.014 0.084
C 2.64052 0.85571 0.88120 0.079 0.057 0.012
N 1.99597 0.67991 -0.25854 -0.089 0.021 0.029
H 1.32666 1.47940 -4.60101 -0.031 -0.001 -0.001
H 2.90325 0.73035 -4.43070 0.042 -0.034 -0.006
H 2.65944 2.37712 -3.84136 -0.005 0.052 0.012
H -1.25390 -1.21696 -5.32171 -0.014 -0.031 0.000
H -1.81167 -2.63685 -4.51229 0.025 0.063 0.023
H 4.13730 2.20531 -2.33376 0.012 -0.006 -0.019
H 5.34730 2.54717 -0.19952 0.010 0.010 0.014
H 4.35077 1.63879 1.90778 -0.003 0.008 0.016
H 2.16028 0.44063 1.75266 -0.037 -0.044 0.119
O -0.11385 1.75489 1.51591 0.120 0.069 -0.007
C -0.83512 1.34116 2.39714 0.064 -0.068 -0.063
C -1.94386 0.41023 2.26362 -0.064 0.134 0.396
C -2.70134 0.19741 3.41220 0.041 0.021 -0.153
C -3.83960 -0.57569 3.37281 -0.056 0.006 0.140
C -4.26678 -1.15309 2.16586 0.035 -0.034 -0.141
C -3.53140 -0.96389 1.03460 0.009 -0.020 0.049
C -2.31422 -0.19980 1.02643 -0.138 -0.221 -0.277
O -1.66357 -0.09647 -0.05476 0.107 0.304 -0.032
N -4.61188 -0.77252 4.57582 0.103 0.024 -0.241
O -5.62938 -1.44693 4.50395 -0.073 -0.032 0.079
O -4.21914 -0.25499 5.61055 -0.028 0.017 0.177
H -0.69171 1.70198 3.43901 0.011 0.018 0.035
H -2.40430 0.65879 4.34490 0.001 0.000 0.015
H -5.16986 -1.74777 2.15516 0.025 0.017 0.013
H -3.81729 -1.41207 0.09390 -0.029 -0.025 -0.045
O 2.39560 -2.27223 0.04569 0.287 -0.216 -0.398
C 1.67736 -2.27666 1.03547 0.389 0.114 0.444
O 0.63861 -1.56647 1.20554 -0.574 0.158 0.057
H 1.95946 -2.88559 1.91951 -0.048 -0.135 -0.076
```
Forces are in eV/Å.

Charge = -1
Orbital gap = 0.27364 Ha
Energy above the lowest of the compared OMol25 structures with the same formula, charge and spin = 31.7 kJ/mol

=====

| no. | E (eV) |
| --- | --- |
| 1 | -158444.894 |
| 2 | -67137.206 |
| 3 | -29661.467 |
| 4 | -95809.997 |